This record from the OMol25 dataset describes a structure of composition C13H21CuN2O10 at a distorted geometry. The level of theory is ωB97M-V/def2-TZVPD.

Results
E_HOMO (alpha / beta): -0.1407 / -0.1399 Ha
expectation value of S²: 0.753
2S+1: 2
total charge: -1

```
47
Properties=species:S:1:pos:R:3:forces:R:3
Cu -0.114891 -0.243687 0.191806 1.31 1.36 0.66
N 3.055543 -0.392914 -1.202389 0.87 -0.43 -0.65
O 3.543182 -1.524375 -0.948736 -0.52 0.14 0.17
O 3.656561 0.384227 -1.953340 -0.49 -0.20 0.48
O 1.940789 -0.069810 -0.718788 -0.44 0.14 0.21
C 0.887189 3.909610 -0.415929 -1.21 -1.86 0.10
C 0.430723 2.681494 0.074909 1.51 1.16 0.60
C 0.887314 2.225962 1.499545 0.43 1.86 -0.31
O 0.659928 1.005087 1.736742 -0.70 -1.30 -0.11
C 1.477121 3.165835 2.362354 -1.62 -2.74 -1.53
C 1.698732 4.470186 1.893655 1.14 1.45 2.15
C 1.424995 4.870572 0.447607 0.56 1.23 -0.78
O 1.706732 6.010076 0.053353 -0.04 -0.34 0.61
O 2.182595 5.295589 2.690028 -0.37 0.04 -0.96
O -0.263754 1.838382 -0.539041 -0.85 -0.90 -0.51
H 0.701260 4.159682 -1.451194 -0.06 0.12 -0.02
H 1.686310 2.846843 3.370985 0.29 0.29 0.13
C -0.979549 0.585709 -3.051722 -0.07 -0.54 -0.49
O -0.631254 -0.464129 -2.157961 -0.72 0.03 -0.31
C -0.446578 -1.710591 -2.799090 1.39 0.74 0.44
C 0.279222 -2.568582 -1.765912 0.14 -0.52 -0.58
N -0.250317 -2.363964 -0.419338 0.63 0.37 0.44
C 0.584877 -3.034593 0.597892 -0.70 -1.12 0.31
C -0.056056 -2.837731 1.941895 -0.95 1.55 -0.13
O -0.360887 -1.434295 2.052974 0.42 -1.25 0.78
C -0.833116 -1.132635 3.345331 -0.37 1.79 0.14
H -0.231405 0.654635 -3.847726 0.18 0.19 0.16
H -1.045373 1.508086 -2.484026 0.08 -0.08 0.01
H -1.919328 0.320592 -3.553706 -0.19 0.18 0.10
H 0.260295 -1.530073 -3.618796 -0.12 -0.30 -0.18
H -1.346414 -2.162742 -3.232690 -0.31 0.17 0.34
H 1.344015 -2.333800 -1.732685 -0.09 0.41 0.07
H 0.263872 -3.616746 -2.093412 -0.31 -0.12 0.23
H -1.183169 -2.750568 -0.309102 -0.11 0.14 -0.24
H 1.628485 -2.726552 0.580238 -0.06 0.28 -0.35
H 0.486062 -4.121442 0.464564 0.64 -0.05 -0.36
H 0.549968 -3.161973 2.788112 0.14 -0.10 -0.11
H -1.046816 -3.311289 1.977410 0.19 -0.54 0.08
H -0.985442 -0.051626 3.363408 0.17 -0.01 -0.10
H -0.110626 -1.327048 4.139565 0.12 -0.42 -0.15
H -1.819582 -1.543715 3.581229 0.13 -0.59 -0.21
C -3.101307 -0.153960 -0.400992 -1.07 0.77 0.43
O -2.256280 0.241554 0.671000 0.54 -0.91 -0.03
H -2.866838 -1.159200 -0.738343 0.26 -0.02 0.24
H -4.120308 -0.136494 -0.001871 -0.15 -0.21 -0.32
H -3.067312 0.508484 -1.266522 0.28 0.08 0.09
H -2.299163 1.181907 0.878694 0.08 0.09 -0.51
```
Forces are in eV/Å.